Density functional theory data (the ωB97M-V functional and the def2-TZVPD basis) for a molecular structure, C26H29BN9O4SeSiY.

Each line ends with the Löwdin charge.
Element x y z (Å)
1 Y -0.471 0.695 0.470  1.39
2 C -2.422 1.813 4.406  -0.04
3 C -1.917 2.214 3.170  -0.13
4 N -1.884 1.187 2.326  -0.07
5 N -2.352 0.107 2.995  -0.02
6 C -2.683 0.467 4.243  -0.07
7 B -2.540 -1.288 2.323  -0.51
8 N -3.325 -1.088 1.021  -0.04
9 C -4.509 -1.630 0.700  -0.07
10 C -4.862 -1.190 -0.558  -0.05
11 C -3.803 -0.364 -0.934  -0.18
12 N -2.877 -0.300 0.017  -0.02
13 N -1.209 -2.017 2.006  -0.02
14 C -0.763 -3.150 2.571  -0.07
15 C 0.362 -3.576 1.897  -0.04
16 C 0.544 -2.618 0.900  -0.14
17 N -0.401 -1.686 0.963  -0.04
18 H -2.573 2.409 5.288  0.10
19 H -1.564 3.182 2.850  0.12
20 H -3.083 -0.265 4.925  0.13
21 H -3.165 -1.970 3.084  0.12
22 H -5.005 -2.286 1.396  0.12
23 H -5.749 -1.428 -1.118  0.09
24 H -3.688 0.176 -1.857  0.07
25 H -1.289 -3.570 3.412  0.13
26 H 0.973 -4.435 2.107  0.10
27 H 1.329 -2.531 0.165  0.11
28 O 0.652 -0.522 4.663  0.05
29 C 1.804 -1.153 4.361  -0.27
30 C 2.294 -2.058 5.307  -0.02
31 C 3.461 -2.753 5.070  -0.09
32 C 4.170 -2.561 3.886  -0.10
33 C 3.688 -1.670 2.950  -0.04
34 C 2.506 -0.955 3.159  -0.09
35 C 1.983 -0.063 2.094  -0.45
36 O 0.881 0.602 2.326  -0.19
37 N 2.613 -0.043 0.952  0.07
38 N 1.885 0.749 0.059  -0.09
39 C 2.569 1.369 -0.825  -0.08
40 C 2.033 2.402 -1.696  -0.17
41 C 2.887 2.930 -2.671  -0.07
42 C 2.529 4.015 -3.445  -0.11
43 C 1.293 4.619 -3.219  -0.09
44 C 0.440 4.144 -2.242  -0.03
45 C 0.779 3.028 -1.455  -0.39
46 O -0.046 2.602 -0.529  -0.27
47 H 0.453 0.065 3.896  0.07
48 H 1.732 -2.191 6.222  0.11
49 H 3.827 -3.449 5.815  0.10
50 H 5.089 -3.101 3.701  0.10
51 H 4.217 -1.507 2.021  0.10
52 H 3.647 1.199 -0.844  0.13
53 H 3.859 2.468 -2.808  0.11
54 H 3.200 4.401 -4.199  0.10
55 H 1.000 5.482 -3.804  0.10
56 H -0.504 4.636 -2.041  0.11
57 C 0.852 -1.722 -4.883  -0.22
58 Si -0.209 -0.205 -4.643  0.24
59 C 0.644 1.345 -5.229  -0.20
60 C -1.907 -0.402 -5.410  -0.21
61 Se -0.553 -0.077 -2.374  0.68
62 H 1.044 -1.867 -5.949  0.04
63 H 0.369 -2.622 -4.502  0.03
64 H 1.815 -1.612 -4.382  0.03
65 H 0.826 1.287 -6.306  0.04
66 H 1.601 1.476 -4.725  0.02
67 H 0.045 2.236 -5.035  0.03
68 H -1.814 -0.550 -6.489  0.04
69 H -2.520 0.487 -5.252  0.02
70 H -2.430 -1.262 -4.990  0.03
71 O -1.927 2.311 -3.109  0.01
72 N -1.844 1.634 -2.192  -0.19

Properties
Net charge: 0
E_LUMO in eV: -0.8
Gap between HOMO and LUMO in eV: 6.831
Energy above the lowest of the compared OMol25 structures with the same formula, charge and spin in kcal per mole: 14.0
Spin multiplicity: 1
Energy in eV: -123983.106